Run 1
{
  "formula": "C8H15N2O",
  "method": "the ωB97M-V functional and the def2-TZVPD basis",
  "total_charge": 1,
  "species": ["C", "C", "C", "C", "C", "C", "C", "C", "N", "N", "O", "H", "H", "H", "H", "H", "H", "H", "H", "H", "H", "H", "H", "H", "H", "H"],
  "coordinates": [[-0.4011, 0.2159, 0.5219], [0.9538, -0.2543, 0.4645], [-2.5383, 0.6334, -0.3589], [-2.4383, 1.1437, 1.0884], [3.4803, -1.5032, -1.8951], [-0.7647, -0.2758, -1.9567], [-0.7854, 0.9458, 2.9074], [2.9487, -1.0849, -0.6173], [-1.2211, 0.1082, -0.5874], [-1.1269, 0.8336, 1.5078], [1.6731, -0.7368, -0.5289], [1.5476, -0.2663, 1.3934], [-3.5738, 0.0071, -0.2921], [-2.6893, 1.3791, -1.0657], [-2.6208, 2.2484, 1.2402], [-3.1666, 0.6418, 1.7394], [2.7865, -1.1940, -2.7488], [3.9310, -2.5290, -1.9902], [4.3877, -0.8817, -2.0007], [0.2716, 0.1917, -2.1484], [-0.5035, -1.2492, -2.0836], [-1.5470, 0.0039, -2.7447], [-1.2667, 0.1108, 3.4020], [-0.9812, 1.9267, 3.3813], [0.2314, 0.7293, 3.0646], [3.4130, -1.1442, 0.3075]]
}

---

Run 2
{
  "formula": "C8H15N2O",
  "method": "the ωB97M-V functional and the def2-TZVPD basis",
  "total_charge": 1,
  "smiles": "C[N+]1=CC(C)(C)C[NH2+]C=C1[O-]",
  "species": ["C", "N", "C", "C", "C", "C", "C", "N", "C", "C", "O", "H", "H", "H", "H", "H", "H", "H", "H", "H", "H", "H", "H", "H", "H", "H"],
  "coordinates": [[-2.4871, -1.9922, -0.2930], [-1.5153, -0.9270, -0.1987], [-0.2152, -1.1240, -0.0973], [0.8826, -0.0310, 0.2037], [1.7809, 0.0867, -0.9764], [1.7701, -0.7370, 1.3282], [0.6306, 1.4583, 0.6410], [-0.2253, 2.3126, -0.3062], [-1.1515, 1.3643, -0.8207], [-1.9530, 0.5742, -0.0432], [-2.8421, 0.6025, 0.7747], [-2.0817, -2.8326, -0.8085], [-2.6192, -2.4002, 0.7184], [-3.4596, -1.5567, -0.5483], [0.3238, -2.1369, -0.1975], [2.8234, -0.1852, -0.5657], [1.8761, 1.0573, -1.4255], [1.7733, -0.5268, -1.9259], [2.2068, -1.7314, 0.9266], [1.1531, -1.0176, 2.1802], [2.5735, -0.0922, 1.5581], [0.1627, 1.6720, 1.6427], [1.6086, 1.9169, 0.7048], [-0.4469, 3.0766, 0.3297], [0.1900, 2.4879, -1.2058], [-0.7585, 0.6816, -1.5955]]
}

---

Stability verdict: run 1, ahead by 0.0258 hartree

---

Run 1
{
  "formula": "C3H11NO",
  "method": "the ωB97M-V functional and the def2-TZVPD basis",
  "total_charge": 0,
  "smiles": "CCOC.N",
  "species": ["C", "C", "O", "C", "H", "H", "H", "H", "H", "H", "H", "H", "N", "H", "H", "H"],
  "coordinates": [[-0.1551, 2.3035, -1.3177], [-0.5144, 1.9501, 0.2373], [0.2943, 1.0297, 0.7456], [0.7454, -0.2155, 0.1672], [-0.9061, 3.1828, -1.7079], [0.8765, 2.5523, -1.3383], [-0.3551, 1.4881, -1.8735], [-1.6122, 1.8106, 0.3162], [-0.4061, 2.8060, 0.8218], [0.9081, -1.0476, 0.9168], [1.6757, -0.3020, -0.4868], [-0.0843, -0.4900, -0.5729], [-0.3293, -3.7492, 1.0798], [-0.1818, -4.7286, 0.8829], [0.2064, -3.4941, 1.8520], [-0.1618, -3.0959, 0.2774]]
}

---

Run 2
{
  "formula": "C3H11NO",
  "method": "the ωB97M-V functional and the def2-TZVPD basis",
  "total_charge": 0,
  "smiles": "NCO.CC",
  "species": ["N", "C", "O", "H", "H", "H", "H", "H", "C", "C", "H", "H", "H", "H", "H", "H"],
  "coordinates": [[2.0894, 1.9011, -1.5429], [2.9025, 0.8261, -1.0823], [3.9216, 1.1784, -0.1480], [2.1422, 2.7445, -0.9970], [2.2739, 2.1788, -2.4892], [2.3237, 0.0462, -0.5778], [3.3324, 0.3325, -1.9523], [3.4535, 1.5912, 0.5792], [-3.4765, -1.0251, 1.0926], [-2.0814, -1.6421, 0.9268], [-3.5259, -0.2852, 1.8881], [-4.2172, -1.7710, 1.3901], [-3.8308, -0.6096, 0.1504], [-1.6865, -1.8816, 1.9150], [-2.2033, -2.6140, 0.4496], [-1.4177, -0.9701, 0.3976]]
}

---

Stability verdict: run 2, ahead by 0.0554 hartree

---

Run 1
{
  "formula": "C3H11NO",
  "method": "the ωB97M-V functional and the def2-TZVPD basis",
  "total_charge": 0,
  "smiles": "CCNC.O",
  "species": ["C", "C", "N", "C", "H", "H", "H", "H", "H", "H", "H", "H", "H", "O", "H", "H"],
  "coordinates": [[1.9870, -0.6567, -1.5076], [0.6718, -0.0524, -0.8459], [1.1760, 0.8634, 0.1826], [0.4330, 2.0627, 0.6396], [1.7515, -1.2369, -2.4368], [2.5657, 0.2183, -1.7316], [2.3636, -1.6544, -1.0439], [0.1441, 0.2957, -1.7442], [-0.0265, -0.7295, -0.3455], [1.3352, 0.3148, 1.0064], [-0.1602, 2.5488, -0.1449], [1.1093, 2.6811, 1.2095], [-0.3297, 1.7372, 1.3866], [-3.4645, -1.9052, 1.2779], [-3.5536, -1.0337, 1.6703], [-4.2593, -2.2567, 0.8365]]
}

---

Run 2
{
  "formula": "C3H11NO",
  "method": "the ωB97M-V functional and the def2-TZVPD basis",
  "total_charge": 0,
  "species": ["C", "O", "C", "C", "H", "H", "H", "H", "H", "H", "H", "N", "H", "H", "H", "H"],
  "coordinates": [[-0.8567, -1.6808, -0.1510], [0.2339, -2.0131, -0.8133], [-1.2016, -0.1885, -0.2514], [-0.9849, 0.4385, -1.6040], [-0.8295, -1.8640, 0.9493], [-1.7317, -2.2141, -0.5729], [-0.1750, 0.1481, 0.3273], [-2.0892, 0.0956, 0.3123], [-1.1710, 1.5138, -1.5318], [-1.5546, -0.0815, -2.3711], [0.0570, 0.3601, -1.9170], [2.3104, 1.1705, 1.7937], [2.9543, 0.9562, 2.5227], [0.2455, 0.7647, 0.6674], [2.4830, 2.1254, 1.5413], [2.3102, 0.4691, 1.0984]]
}

---

Stability verdict: run 1, ahead by 0.1539 hartree

---

Run 1
{
  "formula": "C3H11NO",
  "method": "the ωB97M-V functional and the def2-TZVPD basis",
  "total_charge": 0,
  "species": ["C", "O", "H", "H", "H", "C", "C", "N", "H", "H", "H", "H", "H", "H", "H", "H"],
  "coordinates": [[0.4765, -2.8386, 0.7142], [-0.4496, -2.1750, 0.1375], [0.0726, -3.2636, 1.7126], [0.8228, -3.8352, 0.1655], [1.4812, -2.2685, 0.7969], [0.2893, 2.1015, 0.5744], [-0.0868, 1.5889, -0.9332], [-0.8847, 0.2911, -0.7260], [0.7757, 3.0211, 0.5019], [-0.6114, 2.0915, 1.3183], [1.1915, 1.5997, 1.0918], [-0.5581, 2.3452, -1.4927], [0.7961, 1.3866, -1.6105], [-0.4299, -0.4468, -0.2843], [-1.0304, -0.0797, -1.5866], [-1.8547, 0.4818, -0.3797]]
}

---

Run 2
{
  "formula": "C3H11NO",
  "method": "the ωB97M-V functional and the def2-TZVPD basis",
  "total_charge": 0,
  "smiles": "CCNC.O",
  "species": ["C", "C", "N", "C", "H", "H", "H", "H", "H", "H", "H", "H", "H", "O", "H", "H"],
  "coordinates": [[0.5991, -2.0035, 0.2686], [0.1108, -1.2796, -0.9808], [-1.2702, -0.7059, -0.9626], [-1.3519, 0.7188, -1.3125], [-0.1997, -2.0720, 1.0146], [1.4552, -1.5022, 0.7106], [0.9970, -3.0072, 0.1186], [0.1309, -2.0203, -1.7762], [0.7394, -0.4320, -1.2512], [-1.6211, -0.8788, -0.0267], [-1.8406, 1.2390, -0.4984], [-0.3514, 1.1500, -1.3609], [-1.8819, 0.8124, -2.2538], [1.7421, 3.5314, 2.7040], [1.1314, 3.7194, 3.4151], [1.6108, 2.7306, 2.1916]]
}

---

Stability verdict: run 2, ahead by 0.1088 hartree

---

Run 1
{
  "formula": "C3H11NO",
  "method": "the ωB97M-V functional and the def2-TZVPD basis",
  "total_charge": 0,
  "smiles": "CCNC.O",
  "species": ["C", "C", "N", "C", "H", "H", "H", "H", "H", "H", "H", "H", "H", "O", "H", "H"],
  "coordinates": [[2.3576, -2.9601, 0.0728], [1.6522, -1.6963, 0.6118], [0.5905, -1.2981, -0.3418], [0.0000, 0.0000, 0.0000], [2.9749, -2.6558, -0.7891], [1.6709, -3.7601, -0.2513], [3.0214, -3.3623, 0.8565], [2.3859, -0.8839, 0.7768], [1.3711, -2.1023, 1.6026], [-0.1951, -1.9602, -0.3774], [0.7108, 0.7466, 0.3924], [-0.5608, -0.4307, 0.8465], [-0.7119, 0.5103, -0.6704], [6.4519, -1.5955, 1.4332], [5.8423, -2.3611, 1.5359], [7.0148, -1.6166, 2.2400]]
}

---

Run 2
{
  "formula": "C3H11NO",
  "method": "the ωB97M-V functional and the def2-TZVPD basis",
  "total_charge": 0,
  "smiles": "CCN.CO",
  "species": ["C", "C", "N", "H", "H", "H", "H", "H", "H", "H", "C", "O", "H", "H", "H", "H"],
  "coordinates": [[-0.8356, -1.8734, -0.8774], [-0.8047, -1.0177, 0.4372], [-2.0553, -0.2380, 0.6733], [0.1787, -2.2702, -0.9500], [-0.9414, -1.1964, -1.7337], [-1.6141, -2.6343, -0.9119], [0.0337, -0.3283, 0.5059], [-0.7617, -1.7594, 1.2489], [-2.7964, -0.8480, 1.0035], [-1.8589, 0.3787, 1.4531], [1.8427, 2.3283, -0.1517], [2.0262, 0.9667, 0.2833], [1.5585, 2.3828, -1.1862], [2.6365, 2.9872, 0.1923], [0.9935, 2.6209, 0.4817], [2.3982, 0.5013, -0.4684]]
}

---

Stability verdict: run 2, ahead by 0.0097 hartree

---

Run 1
{
  "formula": "C2H9NS2",
  "method": "the ωB97M-V functional and the def2-TZVPD basis",
  "total_charge": 0,
  "smiles": "CSS.CN",
  "species": ["C", "S", "S", "H", "H", "H", "H", "C", "N", "H", "H", "H", "H", "H"],
  "coordinates": [[1.7335, 2.9534, 1.2404], [0.1437, 2.6520, 0.3223], [-1.1949, 2.1985, 1.7424], [1.5065, 3.6351, 2.0433], [2.3431, 3.3112, 0.4156], [2.0003, 1.9778, 1.6368], [-0.9446, 0.9111, 2.0245], [-0.4939, -2.4541, -0.8602], [-0.9495, -2.6332, -2.2431], [-1.3070, -2.2819, -0.1630], [0.3001, -1.7018, -0.8743], [-0.0263, -3.3697, -0.4971], [-1.6223, -3.3885, -2.2972], [-1.4886, -1.8100, -2.4905]]
}

---

Run 2
{
  "formula": "C2H9NS2",
  "method": "the ωB97M-V functional and the def2-TZVPD basis",
  "total_charge": 0,
  "smiles": "CCN.SS",
  "species": ["C", "C", "N", "H", "H", "H", "H", "H", "H", "H", "S", "S", "H", "H"],
  "coordinates": [[-2.7753, -1.1895, 0.6241], [-3.2431, 0.0899, -0.0760], [-3.2976, 1.2809, 0.7349], [-3.4618, -1.3889, 1.4452], [-2.8178, -1.9872, -0.1029], [-1.7848, -1.0665, 1.0516], [-2.5723, 0.3094, -0.9056], [-4.2134, -0.1203, -0.5287], [-2.4091, 1.7157, 0.9032], [-3.9650, 1.3374, 1.4923], [2.3383, -0.8445, -1.0575], [2.4042, 0.6761, 0.3605], [2.8787, -0.1969, -2.0917], [1.1002, 0.9548, 0.2690]]
}

---

Stability verdict: run 2, ahead by 0.0042 hartree